Record 1
The following is a quantum chemistry calculation of a single C5H6O2 molecule, from OMol25.

## Properties
SMILES: O=C1CC2(CO2)C1
Largest force on an atom (eV/Å): 0.6
Calculated total energy (eV): -9375.071
Frontier orbital gap (eV): 10.566

Structure (XYZ):
```
13
Properties=species:S:1:pos:R:3:forces:R:3:lowdin_charge:R:1
O 1.940062 1.991932 -0.734505 -0.415 -0.364 0.165 0.111
C 1.094420 1.212191 -0.396846 0.315 0.384 -0.108 -0.365
C 0.925455 0.287446 0.817271 0.078 -0.046 0.062 0.006
C -0.209385 -0.379173 0.035624 -0.070 0.119 0.077 -0.444
C -1.230008 -1.325539 0.462713 -0.271 0.043 0.184 -0.067
O -0.120309 -1.738137 -0.332056 0.150 -0.174 -0.118 -0.006
C -0.205210 0.707474 -1.043760 -0.019 -0.012 -0.107 0.008
H 0.591059 0.844229 1.700715 0.040 -0.084 -0.127 0.130
H 1.775323 -0.348102 1.079752 -0.085 0.095 -0.061 0.132
H -1.222211 -1.696692 1.487840 -0.003 0.082 -0.149 0.117
H -2.198480 -1.350242 -0.036521 0.162 0.022 0.041 0.117
H -0.125663 0.352668 -2.074991 0.007 0.056 0.126 0.132
H -1.015052 1.441943 -0.965235 0.111 -0.120 0.015 0.129
```
Positions in Å, forces in eV/Å.

=====

Record 2
The following is a quantum chemistry calculation of a molecular structure, C25H26BrF4N4PPbSSe2, from OMol25.

## Properties
Net charge: +2
Largest force on an atom (eV/Å): 0.1
Calculated total energy (eV): -269270.056
Frontier orbital gap (eV): 8.154

Structure (XYZ):
```
65
Properties=species:S:1:pos:R:3:forces:R:3:lowdin_charge:R:1
Pb 0.490591 1.648478 -0.435938 0.058 0.016 -0.002 0.781
F 3.909087 1.536298 6.505284 0.002 0.001 0.004 0.187
C 3.121644 1.258741 5.491420 0.006 0.002 -0.005 -0.116
C 2.116838 0.317285 5.625387 -0.005 -0.007 0.004 -0.122
F 1.940117 -0.310414 6.770321 -0.003 -0.008 0.005 0.175
C 1.302164 0.041272 4.539921 0.014 0.009 0.008 -0.207
F 0.353936 -0.878695 4.701904 -0.009 -0.003 -0.006 0.125
C 1.450527 0.677431 3.311581 -0.012 0.008 0.011 -0.302
P 0.284937 0.240561 1.986052 -0.003 0.010 0.003 0.943
C 0.474948 -1.534201 1.725294 0.019 -0.006 -0.007 -0.416
C 1.664877 -2.176795 2.059528 -0.003 0.003 0.004 -0.099
C 1.836194 -3.519006 1.754561 0.000 0.000 0.000 -0.047
C 0.829848 -4.221470 1.108590 -0.001 -0.004 -0.004 -0.044
C -0.353833 -3.582092 0.762384 0.009 0.001 -0.002 -0.048
C -0.529758 -2.242294 1.064220 0.003 0.000 -0.002 -0.119
C -1.367999 0.585503 2.629126 0.008 -0.008 0.000 -0.383
C -1.822017 1.900645 2.514485 -0.006 0.012 -0.007 -0.120
C -3.076793 2.250598 2.987821 -0.012 -0.004 0.007 -0.061
C -3.889301 1.281679 3.562738 0.007 0.003 -0.001 -0.043
C -3.440709 -0.027864 3.680434 0.004 0.001 -0.001 -0.042
C -2.179037 -0.379034 3.223406 -0.004 -0.009 0.010 -0.087
C 2.471576 1.625764 3.204586 -0.007 -0.002 -0.006 -0.555
Br 2.820903 2.612366 1.629950 -0.003 -0.010 -0.014 0.813
C 3.296138 1.909966 4.276443 0.003 0.001 0.014 -0.256
F 4.265224 2.805363 4.174612 -0.002 0.006 -0.006 0.111
H 2.459589 -1.638262 2.560912 -0.001 -0.006 0.001 0.114
H 2.755954 -4.017389 2.029389 -0.001 0.002 0.001 0.119
H 0.963935 -5.270155 0.879811 -0.001 0.002 0.002 0.119
H -1.143230 -4.130924 0.266429 0.000 0.000 0.002 0.118
H -1.464351 -1.758700 0.806694 0.006 -0.006 0.005 0.070
H -1.187417 2.668252 2.078673 0.003 -0.005 0.003 0.092
H -3.418455 3.274327 2.912906 0.001 -0.002 0.002 0.118
H -4.870424 1.550142 3.931047 0.001 0.001 -0.001 0.120
H -4.069529 -0.776237 4.143894 0.002 0.002 0.000 0.121
H -1.826965 -1.395448 3.339597 -0.002 0.002 -0.003 0.113
C 3.131281 1.456394 -5.734407 0.005 -0.005 0.001 0.020
C 3.306148 0.752819 -4.443709 0.004 -0.019 -0.011 -0.295
N 4.342000 0.071861 -4.072824 -0.011 0.001 0.010 0.163
N 4.038503 -0.373894 -2.823457 -0.004 -0.012 -0.003 0.060
C 2.840187 0.010699 -2.401448 0.008 0.004 -0.006 -0.698
S 2.084199 -0.445023 -0.936094 -0.019 0.035 0.006 0.589
N 2.358803 0.743711 -3.429782 -0.035 0.028 0.005 -0.081
N 1.097306 1.340771 -3.415171 0.054 -0.096 0.052 0.062
H 3.988822 1.238588 -6.365318 0.000 0.000 0.002 0.102
H 3.077038 2.537101 -5.590998 -0.005 -0.002 0.003 0.098
H 2.225168 1.122125 -6.241309 -0.001 0.002 0.001 0.094
H 4.694558 -0.952785 -2.321315 0.005 0.003 -0.002 0.175
H 0.424080 0.714661 -3.878647 -0.004 0.078 -0.083 -0.009
H 1.155488 2.209952 -3.937093 -0.022 0.016 0.024 0.114
C -3.342715 0.297134 -0.253074 -0.002 -0.008 -0.010 -0.331
Se -1.833005 0.091531 -1.472381 -0.033 -0.023 -0.012 0.832
C -2.472727 1.366251 -2.829652 -0.026 -0.007 0.006 -0.519
C -2.958839 0.670253 -4.088463 0.027 0.017 -0.021 -0.543
Se -1.545779 -0.211450 -5.114462 -0.033 -0.033 0.048 0.954
C -1.924176 -2.057084 -4.628669 0.018 -0.010 -0.033 -0.385
H -3.419750 1.325317 0.086988 0.008 0.004 -0.005 0.035
H -3.187246 -0.359626 0.598996 -0.009 0.016 -0.012 0.011
H -4.237363 -0.003615 -0.792231 -0.002 -0.002 0.003 0.048
H -1.660754 2.058547 -3.048827 0.008 -0.001 0.000 0.045
H -3.274455 1.932893 -2.355135 0.002 0.003 0.006 0.080
H -3.408252 1.407803 -4.753214 -0.001 0.007 0.005 0.073
H -3.716819 -0.080696 -3.870215 -0.008 0.005 0.000 0.074
H -2.929257 -2.305756 -4.957429 -0.001 -0.001 0.003 0.035
H -1.810955 -2.213635 -3.560513 0.005 0.004 0.004 -0.003
H -1.210700 -2.670537 -5.173606 -0.002 -0.008 0.005 0.028
```
Positions in Å, forces in eV/Å.

=====

Record 3
The following is a quantum chemistry calculation of a molecular structure, C2H3O2Tl at a distorted geometry, from OMol25.

## Properties
Net charge: +2
Largest force on an atom (eV/Å): 10.3
Calculated total energy (eV): -10884.573
Frontier orbital gap (alpha / beta) (eV): 7.080 / 7.059

Structure (XYZ):
```
8
Properties=species:S:1:pos:R:3:forces:R:3:lowdin_charge:R:1
O -0.167833 -0.865002 -1.059872 -4.631 0.993 1.776 0.133
C -0.611302 -0.315376 -0.045802 5.541 4.247 -7.608 -0.316
Tl 0.417020 -1.641929 1.084447 2.376 -3.825 4.649 1.763
O 0.044975 0.820264 0.367509 -3.069 -2.394 2.157 -0.090
C 0.407265 1.793943 -0.623245 0.060 1.743 -1.442 0.068
H 0.652191 2.702137 -0.063566 -0.338 -0.267 0.027 0.146
H 1.273533 1.488307 -1.221424 -0.009 -0.662 0.221 0.146
H -0.424866 1.952221 -1.318626 0.069 0.166 0.220 0.149
```
Positions in Å, forces in eV/Å.

=====

Record 4
The following is a quantum chemistry calculation of 8 unconnected molecules or ions with the total composition C20H36F6NO20PS2 at a distorted geometry, from OMol25.

## Properties
Largest force on an atom (eV/Å): 3.3
Calculated total energy (eV): -111033.119
Frontier orbital gap (eV): 9.608

Structure (XYZ):
```
86
Properties=species:S:1:pos:R:3:forces:R:3:lowdin_charge:R:1
N -29.182142 -29.342434 -12.835791 0.106 -0.837 -0.079 0.294
H -28.428905 -28.634553 -12.850998 -0.296 0.265 0.108 0.060
H -28.951754 -30.017755 -12.105426 0.166 -0.030 -0.159 0.151
H -29.129894 -29.769391 -13.770526 0.063 -0.030 0.131 0.116
H -30.124190 -29.016434 -12.637188 0.206 0.583 -0.086 0.150
P -27.261865 -26.743198 -11.618121 3.082 0.850 0.998 0.197
F -28.670620 -26.583462 -12.366433 -0.191 -0.131 -0.082 -0.136
F -26.790940 -27.841623 -12.758840 -0.803 0.207 -0.143 -0.181
F -26.565079 -25.514832 -12.454889 -0.357 -0.905 -0.765 -0.159
F -25.836820 -27.021012 -10.899921 0.239 0.520 0.013 -0.155
F -27.628231 -25.591978 -10.569767 -0.928 -0.700 0.759 -0.137
F -27.794285 -27.954943 -10.670142 -1.231 0.208 -0.488 -0.158
C -23.840171 -29.321350 -12.593793 0.109 0.555 -0.933 -0.026
C -22.710245 -30.251064 -12.944078 -0.241 -1.633 0.699 -0.289
C -21.522840 -30.347616 -11.946707 -1.030 0.747 -1.576 -0.087
O -21.284795 -31.733063 -11.843264 0.430 -0.232 0.157 0.065
C -22.323455 -32.448068 -12.349508 -0.041 1.066 0.799 -0.580
O -22.432798 -33.617217 -12.237540 -0.048 -0.761 -0.296 0.171
O -23.227911 -31.610503 -12.876662 -0.414 -0.405 -0.081 0.058
H -24.518837 -29.364325 -13.448694 -0.190 0.357 0.163 0.071
H -23.459258 -28.303680 -12.484787 -0.121 0.053 -0.139 0.099
H -24.426974 -29.541562 -11.705191 0.387 -0.413 0.166 0.093
H -22.418719 -30.236086 -13.997371 0.335 0.962 0.165 0.150
H -21.848012 -29.886741 -11.015555 0.440 -0.199 0.279 0.137
H -20.684309 -29.846651 -12.424429 0.332 -0.010 0.579 0.135
C -25.352958 -31.942934 -17.761694 -0.138 0.986 0.945 -0.004
C -25.359890 -30.560783 -17.054476 0.778 -1.720 -1.214 -0.292
C -25.811493 -29.415530 -17.961257 -0.780 0.113 1.191 -0.022
O -26.837704 -28.803490 -17.120520 -0.151 0.502 -0.751 0.066
C -27.084070 -29.530969 -16.043149 0.307 0.576 0.225 -0.571
O -27.847054 -29.196415 -15.173587 -0.391 -0.344 -0.190 0.106
O -26.327740 -30.612489 -16.013029 -0.029 -0.170 0.509 0.109
H -26.245370 -32.028580 -18.379352 0.244 -0.060 -0.379 0.086
H -25.432477 -32.717435 -17.000411 0.258 -0.022 0.027 0.089
H -24.401206 -32.033670 -18.279150 -0.234 -0.254 -0.403 0.091
H -24.364838 -30.404037 -16.637233 -0.179 0.248 0.317 0.152
H -26.289225 -29.787180 -18.864390 0.064 0.192 -0.119 0.132
H -25.080294 -28.635506 -18.142566 0.152 -0.167 -0.182 0.141
C -27.950274 -23.961018 -16.048140 -0.701 0.128 -0.308 -0.020
C -26.742496 -24.512707 -15.354078 0.451 0.525 0.148 -0.298
C -26.322651 -25.933794 -15.681865 -1.166 -0.007 0.372 -0.113
O -24.915689 -25.870634 -15.659780 0.107 -0.683 -0.238 0.073
C -24.510122 -24.597042 -15.799836 1.215 0.260 -0.152 -0.570
O -23.354661 -24.308838 -15.944412 -0.939 0.156 0.081 0.151
O -25.554841 -23.756111 -15.753604 -0.229 -0.127 0.104 0.096
H -27.904057 -24.067616 -17.133562 0.171 -0.118 0.027 0.091
H -28.133325 -22.903771 -15.850626 0.381 0.020 0.162 0.081
H -28.865208 -24.456257 -15.711220 0.154 -0.250 0.043 0.088
H -26.824082 -24.437892 -14.270988 -0.038 0.293 -0.061 0.126
H -26.739692 -26.260367 -16.639305 0.435 -0.030 -0.111 0.129
H -26.665805 -26.607911 -14.896424 0.110 -0.106 -0.142 0.110
C -30.250992 -21.106086 -13.070819 -0.350 -1.631 0.056 0.001
C -30.673941 -22.401842 -12.333104 0.575 -0.191 -1.123 -0.317
C -29.659648 -23.125222 -11.457351 1.063 0.753 1.018 -0.081
O -29.924330 -22.509000 -10.182784 -0.081 -0.451 0.515 0.062
C -31.169416 -21.996954 -10.160531 0.296 0.316 -0.633 -0.566
O -31.705289 -21.512708 -9.224309 -0.182 -0.112 0.299 0.177
O -31.691906 -22.025643 -11.419667 -0.356 -0.464 0.404 0.068
H -31.041876 -20.977738 -13.808073 -0.014 0.626 0.094 0.082
H -29.332256 -21.267691 -13.634639 0.184 0.243 0.244 0.076
H -30.219533 -20.306204 -12.339080 0.260 0.274 -0.253 0.094
H -31.060743 -23.120812 -13.059674 -0.304 0.158 0.087 0.146
H -28.593700 -22.937187 -11.613906 -0.202 0.386 -0.603 0.128
H -29.676758 -24.213207 -11.362456 -0.836 0.046 -0.121 0.113
C -24.397928 -23.300151 -10.992913 -0.038 0.487 -0.200 -0.152
C -25.379945 -23.634160 -9.855680 0.241 -0.766 -0.998 -0.188
O -24.715872 -23.281020 -8.664082 1.084 0.608 1.132 -0.188
S -23.108733 -23.520126 -8.851894 -0.720 -1.728 -0.665 0.662
O -22.902681 -24.955874 -8.811137 -0.192 1.581 -0.167 -0.246
O -22.258369 -22.675421 -8.085781 -1.047 -0.094 -0.415 -0.203
O -23.144334 -23.008316 -10.376919 0.795 -0.069 0.675 -0.197
H -24.712817 -22.377518 -11.480496 0.174 -0.085 -0.186 0.128
H -24.254151 -24.093609 -11.722141 -0.188 -0.093 0.077 0.124
H -25.600280 -24.698923 -9.879084 -0.074 0.040 0.266 0.088
H -26.291881 -23.060777 -9.998766 -0.021 0.050 0.536 0.129
C -25.673537 -27.298708 -7.367273 0.711 0.046 -1.791 -0.175
C -27.026690 -26.802753 -6.949538 0.391 -1.184 -0.061 -0.201
O -26.732059 -25.581554 -6.313242 0.603 0.240 0.559 -0.175
S -25.322943 -25.746017 -5.461314 -1.074 1.325 -0.756 0.632
O -25.644733 -26.110750 -4.132708 0.050 -0.898 0.177 -0.218
O -24.589800 -24.545294 -5.650418 0.188 -0.456 -0.379 -0.213
O -24.739520 -26.962187 -6.324141 -0.545 -0.078 0.801 -0.172
H -25.293206 -26.789075 -8.257919 -0.276 0.291 0.044 0.113
H -25.678035 -28.344234 -7.679728 0.281 -0.202 0.881 0.137
H -27.476543 -27.538753 -6.273270 -0.138 0.336 0.226 0.133
H -27.650570 -26.733199 -7.839499 -0.116 0.673 0.165 0.127
```
Positions in Å, forces in eV/Å.

=====

Record 5
The following is a quantum chemistry calculation of 3 unconnected molecules or ions with the total composition C2H9N3O at a distorted geometry, from OMol25.

## Properties
Largest force on an atom (eV/Å): 2.0
Calculated total energy (eV): -8730.225
Frontier orbital gap (eV): 3.876

Structure (XYZ):
```
15
Properties=species:S:1:pos:R:3:forces:R:3:lowdin_charge:R:1
C 0.406097 0.089721 -0.989307 0.789 -0.726 -1.225 -0.171
N 0.010229 -0.798246 -2.025724 -0.007 1.661 0.424 0.090
C 0.731410 0.492281 2.187463 -0.191 0.606 1.222 -0.440
N 0.936852 -0.781162 1.972065 1.045 -0.422 -1.037 0.116
N 1.214127 1.416472 1.386745 -0.779 0.010 -0.659 0.103
H 0.690446 -0.439642 -0.058924 -0.230 -0.507 0.278 0.051
H -0.493389 0.664982 -0.685575 -0.100 0.082 0.650 0.119
H 1.200938 0.768017 -1.278543 -0.005 0.083 -0.046 0.081
H 0.114071 -0.355100 -2.938087 0.687 -0.172 -0.115 0.099
H 0.514762 -1.422067 2.635454 -0.474 0.283 0.005 0.052
H -2.990602 -1.129458 -1.808360 0.166 0.114 0.149 -0.011
H 0.213643 0.819161 3.101903 -0.277 -0.162 -0.162 0.107
H 0.831478 2.316168 1.677120 0.476 0.085 0.233 0.046
H -1.096314 -0.928134 -1.885360 -1.566 -0.936 0.929 -0.010
O -2.283747 -0.712996 -1.290869 0.467 0.003 -0.646 -0.232
```
Positions in Å, forces in eV/Å.

=====

Relative energy (zero: lowest compared OMol25 entry of this formula, charge and spin) (kcal per mole)
46.7 1.2 63.9 19.0 189.4